The following is a DFT calculation (ωB97M-V/def2-TZVPD) of a molecular structure, C6H10HfN2O2 in a non-equilibrium geometry.

CARTESIAN COORDINATES (ANGSTROEM)
C: 4.3207 -1.0642 0.3531
C: 3.4643 -0.2659 -0.2828
N: 2.4843 0.7333 -0.7756
C: 1.5764 1.0601 0.4040
O: 1.9011 0.5763 1.5153
O: 0.3573 1.8396 0.3260
N: -0.4566 1.3128 -0.6239
C: -1.8733 1.2185 -0.1731
C: -2.0710 -0.0553 0.8502
C: -2.0740 -1.4850 0.0507
H: 4.8843 -1.6137 1.2158
H: 1.9350 0.2605 -1.5321
H: -0.1726 0.2939 -0.7916
H: -2.5021 1.0194 -1.1272
H: -2.2294 2.1780 0.3718
H: -3.0893 -0.0192 1.4054
H: -1.1716 -0.0274 1.5632
H: -1.0504 -2.0004 0.2463
H: -2.1098 -1.2021 -1.0893
H: -2.9629 -2.1447 0.3569
Hf: 0.8393 -0.6145 -2.2631

Values from the calculation:
- Kohn-Sham gap: 5.4 eV
- LUMO: -21.26 eV
- Net charge: +4
- Multiplicity: 1

=====

The following is a DFT calculation (ωB97M-V/def2-TZVPD) of a molecular structure, C4HGdO2 in a non-equilibrium geometry.

CARTESIAN COORDINATES (ANGSTROEM)
O: 1.4131 -0.6031 -0.6464
C: -2.4297 -1.5040 -1.2978
C: -1.3758 -0.8370 -1.0882
C: -0.2223 -0.1424 -0.8539
C: 0.2998 0.1764 0.3405
O: 0.3593 1.0941 1.1627
Gd: 0.0916 1.6808 3.4606
H: 1.8640 0.1352 -1.0775

Values from the calculation:
- Kohn-Sham gap (spin up / spin down): 7.0 / 6.0 eV
- LUMO (spin up / spin down): -9.69 / -10.21 eV
- Net charge: +2
- Multiplicity: 8
- Energy relative to the best compared isomer or geometry (same formula, charge and spin): 0.024 eV

=====

The following is a DFT calculation (ωB97M-V/def2-TZVPD) of C20H20N4O5S in the gas phase in a non-equilibrium geometry.

CARTESIAN COORDINATES (ANGSTROEM)
C: -1.1403 -6.5392 -2.8257
O: -1.4380 -5.3326 -2.1677
C: -0.7653 -5.2025 -0.9387
C: -1.1087 -3.8862 -0.3456
N: -0.3013 -2.9389 -0.0173
N: -1.0383 -1.9249 0.4838
C: -2.2741 -2.3107 0.4296
N: -3.4142 -1.6649 0.7957
C: -3.5883 -0.3406 1.1745
O: -4.7036 0.1149 1.2129
C: -2.3591 0.4183 1.5162
C: -2.1604 1.6584 0.9166
C: -1.0283 2.3944 1.2163
C: -0.1149 1.8911 2.1196
S: 1.3845 2.8256 2.4700
O: 1.0277 4.1413 2.9164
O: 2.2099 2.0390 3.3364
N: 2.1179 2.9999 0.9695
C: 2.3451 4.3300 0.4506
C: 1.5317 4.5863 -0.8140
C: 1.9212 3.5568 -1.8686
C: 1.8819 2.1622 -1.3038
C: 1.7300 1.0707 -2.1478
C: 1.7021 -0.2211 -1.6570
C: 1.8606 -0.4400 -0.2989
C: 2.0270 0.6312 0.5564
C: 2.0156 1.9369 0.0699
C: -0.3312 0.6894 2.7657
C: -1.4567 -0.0541 2.4639
O: -2.4007 -3.5564 -0.0821
H: -1.4390 -7.4051 -2.2228
H: -1.7073 -6.5283 -3.7536
H: -0.0699 -6.6146 -3.0494
H: -1.0689 -6.0082 -0.2484
H: 0.3252 -5.2392 -1.0705
H: -4.2733 -2.1642 0.5871
H: -2.8899 2.0295 0.2132
H: -0.8541 3.3568 0.7624
H: 2.0755 5.0251 1.2462
H: 3.4140 4.4405 0.2325
H: 1.7236 5.5980 -1.1732
H: 0.4673 4.5025 -0.5876
H: 1.2571 3.6235 -2.7330
H: 2.9365 3.7669 -2.2207
H: 1.6232 1.2482 -3.2091
H: 1.5642 -1.0545 -2.3284
H: 1.8413 -1.4436 0.0927
H: 2.1872 0.4715 1.6091
H: 0.3933 0.3509 3.4890
H: -1.6376 -0.9898 2.9680

Values from the calculation:
- Kohn-Sham gap: 8.3 eV
- LUMO: 0.04 eV
- SMILES string: COCc1nnc(NC(=O)c2ccc(S(=O)(=O)N3CCCc4ccccc43)cc2)o1
- Multiplicity: 1
- Energy relative to the best compared isomer or geometry (same formula, charge and spin): 2.860 eV

=====

Question: What is the multiplicity in the third record?
Answer: 1

=====

Question: multiplicity of number 1 (C6H10HfN2O2)?
Answer: 1